109
Properties=species:S:1:pos:R:3 method="wB97M-V/def2-TZVPD" e_homo_ev="-6.7253 / -6.7297" relative_energy_kcal_mol=38.4 spin_multiplicity=2 orbital_gap_ev="7.025 / 5.479" e_lumo_ev="0.30 / -1.25"
Tl -0.39 0.51 -0.43
C -2.86 0.26 -3.37
C -1.60 -0.32 -4.12
N -0.34 -0.28 -3.34
C 0.71 0.65 -3.70
C 0.26 1.92 -4.42
C 0.19 -1.57 -2.91
C -0.76 -2.48 -2.07
N -1.29 -1.75 -0.94
C -1.93 -2.51 -0.07
C -2.38 -1.89 1.15
F -2.08 -0.59 1.37
C -2.96 -2.62 2.18
F -3.20 -2.00 3.35
C -3.22 -3.97 2.15
C -2.83 -4.64 0.96
F -3.07 -5.96 0.78
C -2.22 -3.92 -0.05
F -1.95 -4.65 -1.17
H -3.66 0.52 -4.08
H -2.61 1.26 -2.91
H -3.20 -0.48 -2.65
H -1.33 0.22 -5.06
H -1.85 -1.32 -4.41
H 1.51 0.15 -4.23
H 1.19 0.80 -2.70
H 0.27 1.73 -5.52
H 0.99 2.72 -4.16
H -0.73 2.23 -4.20
H 1.10 -1.39 -2.28
H 0.51 -2.12 -3.81
H -0.13 -3.31 -1.78
H -1.49 -2.94 -2.73
H -3.75 -4.49 2.97
C -5.27 3.59 1.07
Sb -3.62 2.87 -0.13
C -4.78 2.51 -1.87
C -2.74 4.77 -0.68
C -1.30 4.70 -0.63
C -0.56 4.51 -1.78
C 0.81 4.34 -1.73
C 1.48 4.35 -0.48
C 0.69 4.35 0.64
C -0.65 4.57 0.59
C -1.48 4.50 1.88
Sb -1.38 2.58 2.92
C -3.28 2.37 3.87
C -0.12 3.29 4.63
H -6.17 3.76 0.40
H -5.10 4.47 1.70
H -5.51 2.86 1.88
H -5.78 2.81 -1.86
H -4.75 1.44 -2.06
H -4.23 3.10 -2.58
H -3.13 5.48 0.06
H -3.22 4.83 -1.67
H -1.01 4.41 -2.75
H 1.36 4.28 -2.62
H 2.55 4.48 -0.39
H 1.19 4.21 1.56
H -2.53 4.81 1.89
H -1.10 5.33 2.57
H -3.78 3.34 4.08
H -3.11 1.67 4.71
H -3.98 1.87 3.22
H 0.09 2.42 5.26
H -0.67 4.04 5.19
H 0.75 3.71 4.20
C 0.50 -0.93 4.08
Ge 0.96 -1.16 2.15
C 2.84 -0.47 2.05
C 3.81 -1.22 2.68
C 5.18 -0.94 2.57
C 5.54 0.19 1.89
C 4.62 1.02 1.32
C 3.25 0.66 1.39
C 0.82 -3.06 1.74
C 0.01 -3.87 2.52
C -0.02 -5.24 2.41
C 0.87 -5.85 1.57
C 1.63 -5.05 0.67
C 2.45 -5.73 -0.22
C 3.18 -5.06 -1.17
C 3.13 -3.63 -1.20
C 2.34 -2.99 -0.27
C 1.58 -3.65 0.74
H 1.23 -1.19 4.83
H -0.45 -1.42 4.40
H 0.40 0.19 4.13
H 3.56 -2.18 3.16
H 5.99 -1.43 3.06
H 6.60 0.25 1.74
H 5.01 1.87 0.79
H 2.61 1.42 0.95
H -0.60 -3.34 3.31
H -0.74 -5.74 3.14
H 0.95 -6.94 1.58
H 2.47 -6.79 -0.19
H 3.71 -5.62 -1.90
H 3.64 -3.03 -1.92
H 2.27 -1.93 -0.35
N 3.61 -0.52 -1.83
C 4.29 0.18 -2.83
N 5.37 -0.47 -3.38
O 3.84 1.24 -3.23
H 4.16 -1.16 -1.31
H 3.11 0.13 -1.27
H 5.80 -1.12 -2.82
H 5.94 0.20 -3.87

=====

12
Properties=species:S:1:pos:R:3 method="wB97M-V/def2-TZVPD" e_homo_ev="-1.6006 / -1.6006" relative_energy_kcal_mol=13.4 spin_multiplicity=1 orbital_gap_ev="4.969 / 4.969" e_lumo_ev="3.37 / 3.37" total_charge=-2
Ru -1.77 -0.07 0.03
S -2.31 4.31 -0.62
C -2.06 2.72 -0.37
S -0.84 1.70 -1.04
S -3.04 1.68 0.68
S -3.05 -3.95 1.88
Sb -1.49 -3.21 0.43
S -2.50 -1.65 -1.30
S -0.33 -1.14 1.26
Se 4.21 0.06 -0.26
C 6.02 -0.16 -0.33
N 7.18 -0.29 -0.38